[1]
Density functional theory data (the ωB97M-V functional and the def2-TZVPD basis) for a molecular structure, C16H29ORh at a distorted geometry.

```
! RIJCOSX wB97M-V def2-TZVPD def2/J DEFGRID3
* xyz 2 5
C -2.473 -1.457 1.449
H -3.045 -1.601 2.380
H -3.119 -0.905 0.753
H -1.606 -0.793 1.689
C -2.029 -2.780 0.866
H -1.426 -2.603 -0.033
H -1.361 -3.289 1.574
C -3.198 -3.703 0.528
H -2.853 -4.650 0.109
H -3.791 -3.929 1.418
H -3.862 -3.237 -0.205
C 1.388 1.338 -1.033
C 0.932 0.281 -1.894
C -0.505 0.375 -1.969
C -0.908 1.480 -1.260
C 0.249 2.139 -0.721
C 0.292 3.484 -0.033
C -2.306 2.016 -1.211
C -1.382 -0.508 -2.798
C 1.822 -0.681 -2.647
C 2.792 1.668 -0.745
Rh 0.059 0.209 -0.007
H -2.451 2.745 -0.401
H -2.600 2.510 -2.156
H -3.009 1.186 -1.051
H -0.676 3.751 0.424
H 1.053 3.489 0.765
H 0.555 4.301 -0.736
H 3.417 0.766 -0.701
H 3.171 2.314 -1.545
H 2.888 2.207 0.205
H 1.289 -1.601 -2.936
H 2.219 -0.229 -3.579
H 2.688 -0.972 -2.031
H -2.309 -0.723 -2.249
H -1.670 -0.025 -3.748
H -0.903 -1.468 -3.046
C 3.539 -0.428 2.574
C 2.141 -0.138 2.188
C 1.062 0.243 3.059
O 1.963 -0.307 0.911
H 3.612 -0.313 3.633
H 4.226 0.264 2.082
H 3.810 -1.447 2.295
H 0.648 1.224 2.765
H 0.243 -0.499 3.011
H 1.422 0.296 4.059
*
```

Output
**Orbital gap (alpha / beta)**: 8.0 / 6.3 eV
**E_LUMO (alpha / beta)**: -6.997 / -10.779 eV

[2]
Density functional theory data (the ωB97M-V functional and the def2-TZVPD basis) for a molecular structure, C19H44NO2P2SY at a distorted geometry.

```
! RIJCOSX wB97M-V def2-TZVPD def2/J DEFGRID3
* xyz 2 1
Y 0.002 0.101 -0.125
P 0.240 -2.029 -1.589
P 0.526 2.671 0.257
N 0.661 0.926 -2.413
C 1.187 -1.430 -3.032
H 2.027 -2.136 -3.136
H 0.495 -1.545 -3.884
C 1.699 0.024 -2.985
H 2.618 0.109 -2.391
H 1.950 0.340 -4.012
C 0.927 2.407 -2.521
H -0.032 2.891 -2.738
H 1.628 2.609 -3.336
C 1.521 2.978 -1.207
H 1.585 4.075 -1.235
H 2.522 2.558 -1.001
C 1.312 3.010 1.864
C 2.078 1.836 2.521
H 3.035 1.641 2.014
H 1.507 0.897 2.571
H 2.295 2.132 3.551
C -1.139 3.451 0.095
C -2.155 2.962 1.159
H -3.141 2.850 0.700
H -2.241 3.696 1.973
H -1.908 1.981 1.595
C -1.435 -2.575 -2.068
C -2.065 -3.401 -0.931
H -3.140 -3.482 -1.125
H -1.951 -2.935 0.066
H -1.629 -4.404 -0.925
C 1.236 -3.278 -0.704
C 0.752 -3.611 0.716
H 1.547 -4.187 1.205
H -0.157 -4.229 0.709
H 0.568 -2.726 1.344
C 2.254 -0.244 0.303
O 3.348 -0.486 0.638
C -0.854 4.962 0.126
H 0.186 5.209 0.410
H -1.038 5.382 -0.863
H -1.539 5.434 0.841
C -1.165 -3.351 -3.361
H -1.707 -4.287 -3.318
H -1.479 -2.738 -4.230
H -0.098 -3.584 -3.512
C 1.279 -4.467 -1.649
H 1.921 -5.219 -1.196
H 0.274 -4.898 -1.797
H 1.713 -4.183 -2.621
C 0.249 3.572 2.808
H -0.532 2.825 3.026
H 0.737 3.849 3.741
H -0.215 4.469 2.364
H 2.025 3.771 1.504
H 2.222 -2.786 -0.616
H -1.501 3.126 -0.897
H -2.024 -1.652 -2.241
H -0.250 0.740 -2.845
H -1.878 0.610 -0.896
C -1.264 -2.393 3.263
S -1.777 -0.930 2.354
C -1.952 0.243 3.699
O -0.329 -0.507 1.875
H -1.996 -2.491 4.078
H -0.256 -2.203 3.615
H -1.303 -3.263 2.594
H -0.961 0.642 3.907
H -2.662 1.021 3.384
H -2.356 -0.348 4.528
*
```

Output
**Orbital gap**: 7.2 eV
**E_LUMO**: -6.716 eV

[3]
Density functional theory data (the ωB97M-V functional and the def2-TZVPD basis) for a molecular structure, C14H15EuNO3 at a distorted geometry.

```
! RIJCOSX wB97M-V def2-TZVPD def2/J DEFGRID3
* xyz -1 7
C 3.880 -0.070 0.809
C 4.047 0.011 -0.609
C 3.343 -1.083 -1.202
C 2.745 -1.844 -0.147
C 3.081 -1.218 1.097
Eu 1.342 0.553 -0.129
N 1.554 1.576 1.655
C 1.823 3.402 -0.298
C 2.514 2.873 -1.333
H 3.291 -1.308 -2.271
H 4.611 0.780 -1.142
H 2.152 -2.756 -0.266
H 2.777 -1.560 2.091
H 4.291 0.631 1.538
H 3.611 2.792 -1.325
H 2.309 3.771 0.607
H 1.334 1.602 2.670
H 2.024 2.555 -2.278
H 0.729 3.510 -0.351
O -2.143 -2.877 0.138
C -3.098 -1.942 0.114
C -4.437 -2.341 0.246
C -5.439 -1.383 0.238
C -5.131 -0.024 0.107
C -3.799 0.382 -0.028
C -2.774 -0.560 -0.036
C -1.353 -0.159 -0.175
O -1.022 1.055 -0.357
O -0.424 -1.071 -0.081
H -1.270 -2.357 0.049
H -4.646 -3.401 0.355
H -6.475 -1.699 0.333
H -5.922 0.726 0.110
H -3.525 1.433 -0.131
*
```

Output
**Orbital gap (alpha / beta)**: 5.6 / 6.0 eV
**E_LUMO (alpha / beta)**: 2.902 / 2.895 eV

[4]
Density functional theory data (the ωB97M-V functional and the def2-TZVPD basis) for a molecular structure, C18H21BBeN2O4P2S at a distorted geometry.

```
! RIJCOSX wB97M-V def2-TZVPD def2/J DEFGRID3
* xyz 2 1
C -3.128 -1.291 0.516
C -2.133 -0.834 0.009
N -0.887 -0.328 -0.443
C -0.415 0.548 0.605
C -0.602 1.917 0.417
C -0.229 2.896 1.387
P -0.540 4.678 0.994
C -0.456 4.925 -0.843
C -2.353 4.903 1.401
C 0.359 2.455 2.631
C 0.743 3.480 3.699
N 2.074 4.061 3.523
C 0.570 1.087 2.815
C 0.193 0.126 1.825
S 0.454 -1.587 2.056
C 0.595 -2.219 0.374
C 1.355 -3.397 0.125
C 1.440 -3.833 -1.201
B 2.248 -5.188 -1.564
C 1.345 -6.458 -1.928
O 3.608 -5.204 -1.516
C 0.833 -3.128 -2.287
C 0.089 -1.965 -1.977
P -0.711 -0.993 -3.329
O -0.112 0.356 -3.435
O -2.270 -0.823 -2.978
O -0.542 -1.743 -4.737
C -0.060 -1.506 -0.642
H -3.863 -1.930 0.985
H -1.066 2.246 -0.523
H 0.585 5.015 -1.194
H -0.964 5.871 -1.112
H -0.953 4.125 -1.422
H -2.654 5.956 1.275
H -2.558 4.539 2.425
H -2.963 4.261 0.731
H 0.654 2.975 4.687
H -0.035 4.271 3.706
H 2.569 3.690 2.721
H 2.007 5.071 3.483
H 1.046 0.784 3.760
H 1.836 -3.912 0.967
H 0.302 -6.138 -2.119
H 1.290 -7.130 -1.046
H 1.725 -7.024 -2.795
H 3.903 -6.127 -1.575
H 0.920 -3.477 -3.324
H -2.500 0.120 -3.032
H 0.186 -1.329 -5.229
Be -1.102 -2.894 3.135
*
```

Output
**Orbital gap**: 2.8 eV
**E_LUMO**: -10.879 eV

no.,electronic energy (eV)
1,-22096.5891
2,-56442.0253
3,-41723.0139
4,-60648.4268